Molecular formula: C5H4S3
Method: DFT, ωB97M-V with the def2-TZVPD basis set

XYZ file:
```
12
Properties=species:S:1:pos:R:3:forces:R:3:lowdin_spin:R:1
C -1.824407 0.660652 0.619884 1.2 -1.6 -0.5 0.00
C -1.573192 -0.745969 0.409589 2.4 3.2 -1.3 0.00
C -0.980394 1.460054 -0.052530 0.1 -2.8 -1.3 0.00
C -0.481359 -0.853732 -0.409344 -0.6 -1.2 -1.3 0.00
C 3.464136 -0.529482 -0.178442 0.6 -0.8 0.6 0.53
S 3.783421 -1.720705 -1.140914 0.0 -0.8 -1.0 0.71
S 0.057724 0.572971 -1.152355 -0.8 1.1 1.6 0.02
S 3.097973 0.822469 0.497089 -0.6 1.6 0.5 0.73
H -2.513478 1.010225 1.312492 -1.2 0.7 1.1 0.00
H -1.978438 -1.448086 1.017102 -1.2 -2.3 1.2 0.00
H -1.029902 2.454551 -0.011717 0.1 3.8 -0.1 0.00
H -0.022086 -1.682945 -0.910852 -0.1 -0.9 0.5 0.00
```
Positions in Å, forces in eV/Å.

The calculation puts the gap between HOMO and LUMO (alpha / beta) at 6.57 / 5.64 eV. The calculation puts the highest occupied orbital energy (alpha / beta) at -6.395 / -9.047 eV. As for the multiplicity: 3. The calculation puts the largest force on an atom at 4.24 eV Å⁻¹.